81
Properties=species:S:1:pos:R:3:lowdin_charge:R:1 method="wB97M-V/def2-TZVPD" e_lumo_ev="-1.03 / -1.16" s2=0.783 spin_multiplicity=2 orbital_gap_ev="6.471 / 6.677" relative_energy_kj_mol=99.3 total_charge=0 total_energy_ev=-117289.5151
W -0.5614 0.1154 -0.0569 1.184
O 3.7532 -0.9755 -3.2270 0.067
C 4.1908 0.0369 -2.4628 -0.261
C 5.5363 0.3923 -2.5781 -0.008
C 6.0582 1.4192 -1.8203 -0.078
C 5.2551 2.1220 -0.9225 -0.090
C 3.9274 1.7708 -0.7970 -0.039
C 3.3759 0.7331 -1.5544 -0.088
C 1.9623 0.3914 -1.3525 -0.422
O 1.2912 0.9843 -0.4107 -0.215
N 1.3815 -0.4979 -2.1083 -0.015
N 0.0430 -0.6340 -1.7883 -0.367
C -0.5760 -1.5922 -2.6983 -1.342
S 0.2643 -1.5303 -4.3192 0.873
C -1.1285 -2.3168 -5.1372 -0.542
C -2.3662 -1.5140 -4.7858 -0.515
S -2.3451 -1.1773 -2.9978 0.755
H 2.7935 -1.1027 -3.0679 0.050
H 6.1466 -0.1614 -3.2784 0.119
H 7.1034 1.6792 -1.9282 0.104
H 5.6652 2.9331 -0.3368 0.098
H 3.2760 2.2935 -0.1084 0.106
H -1.2128 -3.3499 -4.7983 0.063
H -0.9290 -2.3034 -6.2086 0.081
H -3.2820 -2.0633 -5.0048 0.076
H -2.3761 -0.5637 -5.3175 0.072
N 0.7174 -1.4837 0.8637 -0.115
C 1.7080 -1.6513 1.9612 -0.208
C 2.9552 -0.8014 1.8100 -0.244
N 2.7106 0.5702 2.2518 0.021
H 0.0232 -2.2475 1.0263 -0.109
H 1.1925 -1.7976 0.0105 0.061
H 1.9749 -2.7099 1.9724 0.120
H 1.2130 -1.4188 2.8973 0.090
H 3.2621 -0.7770 0.7619 0.104
H 3.7688 -1.2893 2.3601 0.114
H 3.5328 1.1423 2.0940 0.073
H 2.5287 0.5786 3.2491 0.070
S -1.0532 -4.1289 1.4476 -0.210
Sb -2.2219 -3.5577 -0.4212 0.449
S -2.4619 -1.0469 0.2163 0.063
S -0.3109 -3.2666 -1.9889 0.370
C -0.8035 0.7305 5.7668 -0.064
C -0.7226 -0.2997 4.6651 -0.246
O -0.1855 0.2842 3.4581 -0.296
P -1.0065 1.0511 2.3298 0.668
O -2.4515 0.9499 2.9654 -0.274
C -3.7417 1.2069 2.3719 -0.282
C -4.7164 0.1911 2.9117 -0.065
O -0.6841 2.5965 2.5522 -0.259
C 0.5949 3.1730 2.2127 -0.287
C 1.2902 3.6327 3.4747 -0.063
H -1.1535 0.2565 6.6848 0.082
H -1.4976 1.5262 5.4980 0.078
H 0.1757 1.1699 5.9577 0.075
H -1.6966 -0.7359 4.4487 0.115
H -0.0354 -1.1070 4.9191 0.118
H -3.6697 1.1501 1.2889 0.051
H -4.0226 2.2232 2.6457 0.121
H -4.4161 -0.8153 2.6195 0.062
H -5.7095 0.3890 2.5076 0.084
H -4.7680 0.2434 3.9995 0.081
H 0.3838 4.0190 1.5570 0.112
H 1.2020 2.4412 1.6759 0.069
H 0.6807 4.3659 4.0031 0.082
H 2.2485 4.0904 3.2258 0.081
H 1.4671 2.7886 4.1397 0.063
F -6.3825 4.1008 -0.0855 0.050
C -5.1213 3.6363 -0.2248 -0.288
C -4.1063 4.2257 0.4981 -0.013
C -2.8169 3.7292 0.3542 -0.053
C -2.5365 2.6625 -0.4958 -0.322
C -1.1412 2.1428 -0.6552 -0.258
C -3.5912 2.1166 -1.2297 -0.068
C -4.8857 2.5892 -1.0966 -0.001
H -4.3261 5.0529 1.1591 0.120
H -2.0148 4.1827 0.9223 0.105
H -0.4113 2.8458 -0.2543 0.046
H -0.9153 2.0655 -1.7268 0.073
H -3.3919 1.2936 -1.9061 0.067
H -5.7058 2.1642 -1.6592 0.120